[1]
Here is 2 unconnected molecules or ions with the total composition CH5N3O from the OMol25 dataset. Energies are from the ωB97M-V functional and the def2-TZVPD basis.

Geometry (Å):
C -0.0227 0.3709 -0.0908
H 2.6065 -0.9654 -0.7132
H 2.4542 0.6710 -0.0764
H 0.2593 1.4748 -0.1397
H -1.9191 1.0461 -0.2785
H -2.8936 -1.0900 0.8973
N 2.1917 -0.4086 0.1968
N 0.7873 -0.6281 0.1122
N -1.3916 0.3420 0.2630
O -2.0721 -0.8127 -0.1707

Calculated values
- LUMO (eV) = 0.0
- HOMO energy (eV) = -8.6415
- F_max (eV/Å) = 6.34
- orbital gap (hartree) = 0.31889
- energy above the lowest of the compared OMol25 structures with the same formula, charge and spin (kcal/mol) = 128.0



[2]
Here is 2 unconnected molecules or ions with the total composition CH5N3O from the OMol25 dataset. Energies are from the ωB97M-V functional and the def2-TZVPD basis.

Geometry (Å):
C 0.4573 0.0792 -0.8479
N -1.1481 0.4690 1.6130
N -0.3487 0.3939 2.4542
N 0.9237 -1.0247 1.1066
O -0.0019 -0.8414 0.1325
H 0.7043 -0.4754 -1.7572
H 1.3423 0.5944 -0.4766
H -0.3388 0.7928 -1.0596
H -2.0165 1.0154 1.6587
H 0.5894 -1.8129 1.6605

Calculated values
- LUMO (spin up / spin down) (eV) = 0.9 / 0.8
- HOMO energy (spin up / spin down) (eV) = -7.9610 / -8.3405
- F_max (eV/Å) = 1.24
- orbital gap (spin up / spin down) (hartree) = 0.32579 / 0.33626
- energy above the lowest of the compared OMol25 structures with the same formula, charge and spin (kcal/mol) = 120.0



[3]
Here is a single CH5N3O molecule from the OMol25 dataset. Energies are from the ωB97M-V functional and the def2-TZVPD basis.

Geometry (Å):
N -2.0991 -0.3534 -0.1541
N -0.8300 -0.2524 0.0607
N -0.1714 0.7382 -0.3352
C 1.5026 0.4726 -0.0990
O 1.8212 -0.8222 -0.2284
H -2.7545 0.4820 -0.2812
H -2.6158 -1.1650 0.2949
H 1.4713 0.9775 0.8454
H 2.1078 1.1762 -0.7554
H 1.5680 -1.2535 0.6523

Calculated values
- LUMO (eV) = 1.0
- HOMO energy (eV) = -8.4933
- F_max (eV/Å) = 4.75
- orbital gap (hartree) = 0.35068
- energy above the lowest of the compared OMol25 structures with the same formula, charge and spin (kcal/mol) = 66.0
- SMILES string = N/N=N/CO



[4]
Here is a single CH5N3S molecule from the OMol25 dataset. Energies are from the ωB97M-V functional and the def2-TZVPD basis.

Geometry (Å):
N -1.0610 -0.3374 -1.5930
N -1.3456 -0.5903 -0.1909
C -0.3829 -0.6922 0.7395
N 1.0472 -0.6169 0.7990
S 1.8511 0.5529 -0.0747
H -1.7262 0.6450 -1.9438
H -0.2625 0.2679 -1.5817
H -0.9461 -0.5417 1.7854
H 1.5042 -0.6166 1.8214
H 1.3218 1.9294 0.2388

Calculated values
- LUMO (eV) = 0.3
- HOMO energy (eV) = -9.0603
- F_max (eV/Å) = 4.63
- orbital gap (hartree) = 0.34522
- energy above the lowest of the compared OMol25 structures with the same formula, charge and spin (kcal/mol) = 86.5
- SMILES string = N/N=C\NS



[5]
Here is a single CH5N3S molecule from the OMol25 dataset. Energies are from the ωB97M-V functional and the def2-TZVPD basis.

Geometry (Å):
H -0.9528 1.8382 -0.2563
N 0.0063 1.3796 -0.2004
C -0.1943 0.1350 -0.2507
N -1.4157 -0.5970 -0.1923
N 0.8330 -0.8652 -0.3849
S 2.4621 -0.0808 -0.1537
H -2.2302 -0.1140 0.3456
H -1.2154 -1.5710 0.1191
H 0.8027 -1.3946 0.5842
H 1.9042 1.2697 0.3896

Calculated values
- LUMO (eV) = 0.5
- HOMO energy (eV) = -8.8887
- F_max (eV/Å) = 4.13
- orbital gap (hartree) = 0.34342
- energy above the lowest of the compared OMol25 structures with the same formula, charge and spin (kcal/mol) = 28.1
- SMILES string = [H]/N=C(\N)NS



[6]
Here is a single CH5N3S molecule from the OMol25 dataset. Energies are from the ωB97M-V functional and the def2-TZVPD basis.

Geometry (Å):
N 0.2287 0.8787 1.2434
N -0.5643 1.2619 0.1799
C -0.7801 0.3700 -0.6677
N -0.2178 -0.9552 -0.5750
S 1.3703 -0.9911 -1.2655
H 0.0386 -0.0611 1.6608
H 0.1223 1.5195 2.0241
H -1.4584 0.5458 -1.4734
H -0.8332 -1.6467 -0.9895
H 2.0938 -0.9218 -0.1370

Calculated values
- LUMO (eV) = 0.8
- HOMO energy (eV) = -8.8911
- F_max (eV/Å) = 1.70
- orbital gap (hartree) = 0.35449
- energy above the lowest of the compared OMol25 structures with the same formula, charge and spin (kcal/mol) = 35.4
- SMILES string = N/N=C\NS



[7]
Here is a single CH5N3S molecule from the OMol25 dataset. Energies are from the ωB97M-V functional and the def2-TZVPD basis.

Geometry (Å):
N -0.1446 1.7983 0.1495
N -0.6040 0.9814 -0.8669
C -0.3709 -0.2093 -0.6140
N 0.4970 -0.6984 0.3894
S 1.0632 -2.2881 0.1633
H -0.3254 2.7660 -0.2076
H -0.8301 1.6709 0.9198
H -0.7174 -0.9465 -1.2741
H 1.2890 -0.0607 0.5095
H 0.1432 -3.0136 0.8313

Calculated values
- LUMO (eV) = 0.8
- HOMO energy (eV) = -8.5313
- F_max (eV/Å) = 2.85
- orbital gap (hartree) = 0.34408
- energy above the lowest of the compared OMol25 structures with the same formula, charge and spin (kcal/mol) = 37.0
- SMILES string = N/N=C\NS



[8]
Here is 2 unconnected molecules or ions with the total composition CH5N4O2 from the OMol25 dataset. Energies are from the ωB97M-V functional and the def2-TZVPD basis.

Geometry (Å):
C 1.8401 0.3058 0.0337
N 2.2840 -0.8835 0.3836
N -2.9501 0.8741 -0.3422
N 0.0562 0.4013 0.0877
N -0.7666 -0.5069 -0.0249
O 2.2528 1.4109 -0.1495
O -0.7479 -1.6398 0.1185
H 1.7241 -1.6007 0.4885
H 3.2824 -1.1256 0.3547
H -3.3589 0.6668 -1.2290
H -3.5416 0.6887 0.4479
H -0.0745 1.4088 -0.1690

Calculated values
- net charge = +1
- LUMO (spin up / spin down) (eV) = -7.2 / -5.3
- HOMO energy (spin up / spin down) (eV) = -15.5242 / -14.9101
- F_max (eV/Å) = 5.71
- orbital gap (spin up / spin down) (hartree) = 0.30703 / 0.35489
- energy above the lowest of the compared OMol25 structures with the same formula, charge and spin (kcal/mol) = 104.2